[1]
{"formula": "C5H8O2", "method": "ωB97M-V/def2-TZVPD", "e_lumo_ha": 0.026, "e_homo_ev": -8.2, "homo_lumo_gap_ev": 8.90, "species": ["O", "O", "C", "C", "C", "C", "C", "H", "H", "H", "H", "H", "H", "H", "H"], "xyz": [[2.882, 0.114, 0.136], [1.234, -2.086, -0.097], [-2.421, -0.935, 0.001], [-0.764, -0.595, 0.121], [-1.417, 0.783, -0.002], [1.552, 0.453, 0.115], [0.618, -0.793, -0.022], [1.353, 1.085, -0.721], [0.617, -2.820, -0.160], [3.187, -0.566, -0.427], [-1.276, 1.199, 0.975], [-1.215, 1.311, -0.884], [-2.610, 0.551, -0.120], [-2.649, -0.824, 1.047], [1.357, 1.101, 0.996]], "forces_ev_per_angstrom": [[1.3, 1.4, 1.8], [0.3, 2.4, 0.3], [4.1, 0.6, -0.6], [-0.1, 0.1, -1.8], [-0.2, -2.6, 1.8], [-0.7, -1.4, -0.3], [-3.8, -1.1, 1.1], [-0.4, 0.6, -1.0], [-0.6, 0.4, 0.0], [-0.3, -1.2, -1.1], [-0.3, 1.2, 0.2], [0.3, 0.9, -1.0], [0.7, -0.1, -0.1], [-0.3, -0.2, 1.0], [-0.1, -0.9, -0.2]], "lowdin_charge": [-0.026, 0.002, 0.102, -0.209, -0.124, -0.222, -0.197, 0.103, 0.097, 0.072, 0.099, 0.088, 0.087, -0.010, 0.137]}



[2]
{"formula": "C2H3O2S2", "method": "ωB97M-V/def2-TZVPD", "e_lumo_ha": [0.104, 0.103], "total_charge": -1, "e_homo_ev": [-3.7, -3.7], "homo_lumo_gap_ev": [6.49, 6.49], "species": ["S", "S", "O", "O", "C", "C", "H", "H", "H"], "xyz": [[-1.997, 2.092, -0.436], [2.072, 3.250, -0.364], [-1.280, 2.007, 1.049], [-2.926, 0.928, -0.570], [-0.370, 1.633, 0.055], [-0.062, 0.158, 0.115], [0.497, 0.228, 1.049], [-0.941, -0.508, 0.128], [0.634, 0.028, -0.702]], "forces_ev_per_angstrom": [[-1.0, -0.7, -0.3], [-1.9, -1.2, 0.3], [-0.3, 0.9, 1.0], [0.7, 0.9, -0.2], [1.3, 0.4, -0.9], [0.6, 1.4, 0.0], [0.1, -1.1, 0.1], [0.4, 0.3, 0.0], [0.1, -0.7, -0.1]], "lowdin_charge": [0.912, -0.423, -0.351, -0.555, -0.639, -0.142, 0.072, 0.069, 0.057]}



Record order is preserved below.
Relative energy (zero: lowest compared OMol25 entry of this formula, charge and spin): 158.2, 125.0 kcal per mole